Entry from the Open Molecules 2025 dataset: C3H5NO2 in the gas phase (the ωB97M-V functional and the def2-TZVPD basis).

- HOMO level: -8.91 eV
- Molecular weight: 87.08 Da
- SMILES: C=C(O)NC=O

```
11
Properties=species:S:1:pos:R:3:mulliken_charge:R:1
C 0.389 1.065 1.373 -1.01
C 0.364 0.277 0.295 0.80
O 1.428 0.057 -0.519 -0.48
N -0.751 -0.447 -0.127 -0.16
C -0.901 -1.115 -1.322 0.06
O -1.878 -1.786 -1.573 -0.54
H 2.094 0.721 -0.301 0.31
H 1.328 1.483 1.719 0.22
H -0.506 1.289 1.939 0.25
H -1.510 -0.567 0.530 0.22
H -0.057 -0.977 -2.013 0.33
```

---

Entry from the Open Molecules 2025 dataset: a molecular structure, C20H60O10RbS10 at a distorted geometry (the ωB97M-V functional and the def2-TZVPD basis).

- HOMO level: -10.48 eV
- Molecular weight: 866.83 Da
- Total charge: +1

```
101
Properties=species:S:1:pos:R:3:mulliken_charge:R:1
Rb -0.482 0.377 0.373 0.37
C -3.739 -4.536 -1.488 -1.31
S -3.466 -2.936 -0.576 0.71
O -2.402 -2.239 -1.460 -0.52
C -5.108 -2.208 -0.943 -0.95
H -2.830 -5.137 -1.494 0.32
H -4.330 -4.399 -2.393 0.40
H -4.501 -5.095 -0.945 0.49
H -6.051 -2.537 -0.508 0.39
H -5.191 -2.285 -2.027 0.37
H -5.007 -1.146 -0.718 0.15
C 1.627 1.786 3.959 -0.77
S 0.851 3.236 3.201 0.32
O 0.834 2.747 1.731 -0.39
C -0.906 3.200 3.896 -0.53
H 2.596 1.561 3.514 0.14
H 0.936 0.951 4.071 0.20
H 1.940 2.169 4.930 0.57
H -0.965 3.488 4.945 0.48
H -1.340 2.209 3.763 -0.04
H -1.352 3.949 3.241 0.17
C 0.191 -3.685 0.456 -0.62
S 1.710 -2.665 0.284 0.80
O 1.440 -1.519 1.271 -0.56
C 2.962 -3.822 0.991 -1.26
H 0.349 -4.728 0.179 0.48
H -0.692 -3.362 -0.094 -0.39
H 0.021 -3.585 1.528 0.45
H 3.928 -3.333 0.863 0.33
H 2.916 -4.805 0.524 0.45
H 2.792 -3.958 2.059 0.35
C -3.716 -1.251 4.632 -1.21
S -2.757 -0.942 3.072 0.75
O -1.330 -0.459 3.367 -0.62
C -2.694 -2.738 2.783 -0.50
H -4.545 -1.939 4.466 0.39
H -4.127 -0.365 5.117 0.37
H -3.012 -1.694 5.337 0.36
H -2.179 -3.201 3.624 0.54
H -2.111 -2.932 1.882 -0.54
H -3.692 -3.144 2.619 0.49
C -2.414 -0.062 -3.823 -0.67
S -1.527 1.595 -3.744 0.26
O -1.337 1.684 -2.258 -0.32
C 0.184 1.007 -4.245 -0.04
H -2.473 -0.433 -4.846 0.49
H -3.454 0.034 -3.509 0.40
H -1.865 -0.796 -3.233 -0.17
H 0.990 1.596 -3.807 -0.11
H 0.294 1.034 -5.329 0.49
H 0.300 -0.018 -3.892 -0.25
C 1.128 4.510 -1.447 -0.70
S 2.633 5.186 -0.607 0.49
O 3.898 4.560 -1.221 -0.68
C 2.518 6.919 -1.160 -1.01
H 1.310 4.320 -2.505 0.46
H 0.338 5.232 -1.243 0.49
H 0.871 3.538 -1.025 -0.06
H 2.394 6.782 -2.235 0.31
H 3.463 7.445 -1.027 0.36
H 1.667 7.488 -0.786 0.35
C -1.838 -3.918 -4.557 -0.32
S -0.134 -3.222 -4.902 0.33
O -0.412 -1.808 -5.430 -0.55
C 0.451 -3.002 -3.203 -0.87
H -2.529 -3.566 -5.323 0.39
H -1.991 -3.558 -3.540 -0.36
H -1.742 -4.993 -4.408 0.44
H 0.450 -3.951 -2.666 0.56
H -0.249 -2.354 -2.675 0.02
H 1.508 -2.739 -3.227 0.42
C 5.725 -1.006 2.651 -0.73
S 5.158 -2.110 4.013 0.44
O 6.061 -1.770 5.251 -0.62
C 3.464 -1.339 4.343 -0.50
H 6.728 -1.323 2.365 0.43
H 5.820 0.011 3.032 0.33
H 5.132 -1.053 1.737 0.06
H 3.738 -0.340 4.683 0.31
H 2.890 -1.988 5.005 0.42
H 2.989 -1.277 3.364 -0.13
C -4.300 2.441 -0.920 -0.58
S -3.637 2.785 0.743 0.29
O -2.859 1.562 1.232 -0.37
C -2.280 4.052 0.352 -0.55
H -4.469 3.345 -1.505 0.42
H -5.303 2.019 -0.847 0.40
H -3.618 1.819 -1.499 -0.21
H -2.806 4.885 -0.115 0.52
H -1.471 3.632 -0.245 -0.14
H -1.789 4.453 1.239 0.22
C 3.568 1.504 0.096 0.00
S 3.184 0.334 -1.312 0.40
O 1.666 0.625 -1.472 -0.35
C 3.979 1.358 -2.665 -0.91
H 3.374 2.549 -0.147 -0.24
H 4.601 1.449 0.439 0.51
H 2.954 1.148 0.923 -0.13
H 4.096 2.410 -2.407 0.19
H 3.411 1.259 -3.590 0.33
H 4.992 1.028 -2.899 0.40
```

---

Entry from the Open Molecules 2025 dataset: a molecular structure, C14H11Cl2O4S5Y (the ωB97M-V functional and the def2-TZVPD basis).

- HOMO level: -7.76 eV
- Molecular weight: 563.39 Da

```
37
Properties=species:S:1:pos:R:3:mulliken_charge:R:1
Y 0.372 0.109 0.249 1.13
O 4.301 3.779 2.266 -0.56
C 3.767 2.735 2.010 0.58
S 2.557 1.963 3.050 -0.17
C 2.278 0.535 2.056 0.21
C 2.980 0.462 0.885 0.22
S 2.826 -0.729 -0.394 -0.47
S 4.079 1.793 0.546 -0.15
S 1.049 -0.569 2.668 -0.47
Cl -4.310 6.112 -0.708 -0.22
C -3.491 4.595 -0.503 0.24
C -4.240 3.445 -0.211 -0.58
C -3.622 2.236 -0.047 0.25
Cl -4.553 0.824 0.307 -0.19
C -2.209 2.089 -0.157 0.44
O -1.652 0.942 0.004 -0.70
C -1.481 3.277 -0.454 0.83
C -0.056 3.261 -0.592 -0.25
O 0.692 2.281 -0.465 -0.52
C -2.135 4.514 -0.624 -0.96
H -5.315 3.518 -0.117 0.44
H 0.414 4.222 -0.843 0.33
H -1.550 5.398 -0.849 0.39
O -0.435 -1.910 -0.337 -0.50
S -0.506 -3.271 0.356 0.33
C 1.194 -3.781 0.702 -0.17
C 1.790 -4.429 -0.558 -0.67
C 0.766 -4.308 -1.693 -0.55
C -0.602 -4.410 -1.034 -0.78
H 1.147 -4.455 1.557 0.43
H 1.703 -2.866 1.009 -0.01
H 1.996 -5.482 -0.361 0.31
H 2.733 -3.951 -0.815 0.34
H 0.900 -5.085 -2.446 0.39
H 0.853 -3.341 -2.189 0.22
H -0.793 -5.401 -0.615 0.39
H -1.446 -4.104 -1.651 0.44
```

---

Entry from the Open Molecules 2025 dataset: 3 unconnected molecules or ions with the total composition C3H11NO2 (the ωB97M-V functional and the def2-TZVPD basis).

- HOMO level: -9.87 eV
- Molecular weight: 93.13 Da
- SMILES: C=NCC.O.O

```
17
Properties=species:S:1:pos:R:3:mulliken_charge:R:1
C 1.733 2.961 -1.543 -1.04
C 2.005 1.458 -1.680 -0.29
C 0.037 0.328 -2.087 -0.19
N 1.082 0.809 -2.601 -0.47
H 1.059 3.165 -0.717 0.29
H 2.682 3.454 -1.384 0.32
H 1.248 3.309 -2.455 0.32
H 2.025 1.019 -0.669 0.27
H 2.993 1.357 -2.104 0.33
H -0.098 0.315 -1.011 0.18
H -0.760 -0.146 -2.642 0.28
H -3.215 -4.372 3.194 0.30
H -2.821 -4.021 4.626 0.33
O -3.112 -4.756 4.068 -0.63
H -1.942 -2.272 2.063 0.31
H -0.987 -1.196 2.452 0.32
O -1.929 -1.409 2.492 -0.64
```

---

In the order shown, the computed gap between HOMO and LUMO values come out to 9.4941; 8.4260; 6.9580; 10.1973 eV.
In the order shown, the computed relative energy (zero: lowest compared OMol25 entry of this formula, charge and spin) values come out to 93.2; 0.0; 3.1; 108.4 kJ/mol.
In the order shown, the computed E_tot values come out to -322.53882; -5555.86868; -3790.89761; -326.09020 Eh.